Entry from OMol25: 3 unconnected molecules or ions with the total composition CHF3N3 (ωB97M-V with the def2-TZVPD basis set).

Output
- Lowest unoccupied orbital energy: -6.1 eV
- Relative energy (zero: lowest compared OMol25 entry of this formula, charge and spin): 0.264 eV
- Charge: +1
- E_HOMO: -17.37 eV
- Kohn-Sham gap: 11.3 eV

```
8
Properties=species:S:1:pos:R:3:mulliken_charge:R:1
C -1.5366 -1.4516 0.2058 0.339
N -0.7238 -0.6673 0.3481 -0.165
N 1.2836 0.9458 1.5762 0.021
N 0.5029 1.1470 0.8624 0.864
F -2.4465 -2.2293 0.0273 -0.126
F -0.1837 1.6809 0.0552 0.046
F 1.6522 0.3515 -1.0920 -0.381
H 1.4519 0.2230 -1.9829 0.402
```